5 unconnected molecules or ions with the total composition C28H37F21N2O8PS2 at a distorted geometry. Source: the Open Molecules 2025 dataset; level of theory: ωB97M-V with the def2-TZVPD basis set.

```
99
C28H37F21N2O8PS2 (ωB97M-V with the def2-TZVPD basis set)
S 2.5750 0.5372 6.4919
S -2.7613 5.2053 1.5314
P 1.9708 0.5309 4.6422
F 3.0124 -0.3726 -2.6418
F -0.3766 -9.6422 -3.8918
F 0.4736 12.9610 -1.5245
F -3.4952 6.2293 0.3218
F -4.3489 4.8379 2.0628
F -1.2782 -3.0077 -0.9203
F 2.1495 13.9152 -0.5055
F 0.1245 -11.3642 -2.6542
F -0.7254 -9.5763 -1.7397
F 0.1573 13.9723 0.3796
F -2.8954 3.9164 0.4160
F -0.8827 7.1849 1.4436
F 1.0400 -0.3487 -1.7107
F -1.1873 5.9201 -0.5577
F -2.8113 6.5838 2.5948
F -2.1724 4.2363 2.8028
F -3.1074 -3.5334 0.1407
F 1.3343 5.5672 0.5559
F -2.8159 -4.1877 -1.9196
F 1.6944 1.3391 -2.9268
F 0.6496 4.9391 2.7239
O 1.0816 11.6400 1.6229
O 2.5199 -10.0551 -2.0317
O 1.4071 -2.0336 -4.0981
O 1.5936 -8.1006 -2.7971
O 0.4268 -0.1377 -4.9397
O 1.9675 10.9782 -0.3873
O -2.4724 -6.1882 0.2143
O -0.3195 -5.5547 -0.2623
N -2.4412 -0.2340 5.6840
N -2.9922 -0.6854 4.5297
C 2.3466 9.7243 0.1996
C -3.9320 -0.2864 1.2566
C 1.1534 8.7892 0.2870
C 2.8491 -7.4343 -2.5968
C 0.1569 -10.0021 -2.6890
C -2.1736 -4.0171 -0.7282
C -0.5833 -0.4657 3.0539
C -2.9643 -1.4100 1.9687
C 1.1105 -0.6963 -4.0855
C 0.1973 4.8762 1.2828
C 0.2030 3.3508 0.6668
C 1.3334 11.8654 0.4418
C 1.5573 -9.4304 -2.4701
C 1.7110 -0.0217 -2.8526
C 1.0272 13.1688 -0.2951
C -1.0020 0.0929 5.6695
C -1.4264 -7.3521 2.0745
C -0.0439 2.1548 1.7573
C -1.1092 5.7782 0.9447
C -1.9905 -7.4616 0.6689
C 1.6945 -2.5958 -6.4455
C -2.1536 -0.8125 3.3065
C -1.5229 -5.3093 -0.2357
C 0.2599 -0.5911 1.6532
C 0.1204 0.0676 4.4801
C 3.8072 -7.7399 -3.7346
C 0.8881 0.8725 1.2654
C 0.8640 -2.7915 -5.1894
H 0.8950 -3.8451 -4.8924
H -1.1277 -8.3350 2.4500
H 1.2896 3.1522 0.2122
H 1.4563 7.8084 0.6646
H 1.3259 -3.2302 -7.2567
H -2.2415 -1.9580 1.2137
H -2.8470 -8.1440 0.6721
H -0.5720 0.4601 6.7238
H -0.3472 -0.9955 0.7384
H 1.1881 -1.3171 1.8218
H 0.9959 0.9663 0.0892
H 2.8133 9.8790 1.1795
H 2.7446 -2.8377 -6.2537
H -4.7294 -0.8701 0.5871
H 4.7364 -7.1740 -3.6215
H 0.1802 2.4312 2.8710
H -3.6670 -2.2713 2.4048
H 1.9459 1.0362 1.7415
H -1.2074 1.8931 1.7025
H 3.3526 -7.4887 -4.6981
H -4.4840 0.3235 2.1120
H -0.1888 -2.5346 -5.3552
H 2.7197 -0.5133 3.9303
H -0.5182 3.2947 -0.2835
H -0.5530 -6.6934 2.1009
H -3.2356 0.3978 0.5897
H -4.0261 -0.9372 4.5219
H 3.1077 9.2840 -0.4532
H 4.0548 -8.8052 -3.7690
H 1.6653 -1.5550 -6.7820
H 0.3827 9.1910 0.9518
H 2.2341 1.7807 3.9563
H 3.2784 -7.6983 -1.6232
H -1.2547 -7.8719 -0.0326
H 0.6899 8.6642 -0.6966
H 2.6397 -6.3596 -2.5753
H -2.1686 -6.9220 2.7543
```

The charge is +1. Its total energy is -5034.75542 Ha. For the gap between HOMO and LUMO, the calculation gives 6.3 eV.

***

A single C28H37F2NO molecule at a distorted geometry. Source: the Open Molecules 2025 dataset; level of theory: ωB97M-V with the def2-TZVPD basis set.

```
69
C28H37F2NO (ωB97M-V with the def2-TZVPD basis set)
F -0.2493 -5.1628 3.6332
F 3.6053 -3.6292 1.1913
O 2.1384 2.0686 -2.7834
N -2.1359 -0.5077 1.4532
C 2.5416 -0.5673 -4.1477
C -4.0786 0.5322 0.3117
C 4.2914 0.0232 -2.5089
C 2.2350 4.1184 -0.6287
C 2.2623 -3.5047 1.5621
C 0.0471 4.0606 0.5233
C -2.5762 0.2811 0.2667
C 2.9603 -0.7126 -2.6878
C 3.2042 -2.1863 -2.3658
C 0.1454 4.0926 -1.9759
C -0.4764 -1.0120 0.9957
C -2.7953 -1.8318 1.3204
C -4.7298 -0.2050 1.5196
C 1.6320 -2.2967 1.2563
C 1.8501 -0.0799 -1.8340
C 0.8066 3.5497 -0.6983
C 1.6301 1.3790 -1.8619
C 1.6354 -4.5346 2.2617
C -4.0936 0.3483 2.8191
C 0.2276 -2.1417 1.5395
C 0.1470 1.1741 0.0390
C 0.3579 -4.2421 2.7628
C 0.1902 -0.2649 -0.0303
C -2.6017 0.2056 2.7377
C -4.3104 -1.6965 1.4243
C 0.8497 2.0026 -0.7910
C 0.9859 -0.8491 -1.0939
C -0.2884 -3.0297 2.5529
H -4.6949 -2.2674 2.2722
H 2.3184 -2.7977 -2.5729
H -4.4604 -0.1494 3.7108
H -2.4763 -2.2674 0.3587
H -2.2764 -0.2864 -0.6321
H -1.0024 3.7465 0.5087
H -4.7844 -2.1475 0.5554
H 0.9421 -1.9407 -1.2398
H 0.0555 5.1589 0.5466
H 4.6437 -0.0468 -1.4753
H -4.3457 1.3914 2.9846
H 3.5073 -2.3338 -1.3214
H -4.5414 0.1876 -0.6120
H 5.0573 -0.4156 -3.1600
H -0.8677 3.6826 -2.0763
H -1.1480 -2.7821 3.1976
H 0.1010 5.1911 -1.9469
H -4.2886 1.6026 0.3571
H -5.8362 -0.0812 1.5425
H 2.2135 5.2181 -0.5770
H -2.4847 -2.4882 2.1329
H 4.0215 -2.5620 -3.0024
H 2.1413 -1.4314 0.8195
H 2.1185 -5.4713 2.4790
H 2.4136 0.4949 -4.3733
H -2.1832 -0.3820 3.5566
H 2.7900 3.8225 -1.5241
H 3.3123 -0.9989 -4.7957
H 2.7512 3.7319 0.2595
H 4.1769 1.0752 -2.7767
H -0.4715 1.6454 0.8038
H -2.0971 1.1748 2.7350
H 1.5882 -1.0775 -4.3186
H 0.5180 3.7152 1.4518
H -0.8062 -0.3032 1.9449
H -2.0518 1.2404 0.2635
H 0.7382 3.7702 -2.8392
```

Its energy above the lowest of the compared OMol25 structures with the same formula, charge and spin is 99.4 kJ/mol. The SMILES is CC(C)(C)c1cc([C@H](c2cc(F)cc(F)c2)[N+]23CCC(CC2)CC3)cc(C(C)(C)C)c1[O-]. Its total energy is -1418.62783 Ha. For the gap between HOMO and LUMO, the calculation gives 6.1 eV.

***

A molecular structure, C28H37FMoN9O4PS. Source: the Open Molecules 2025 dataset; level of theory: ωB97M-V with the def2-TZVPD basis set.

```
82
C28H37FMoN9O4PS (ωB97M-V with the def2-TZVPD basis set)
Mo -1.5626 -0.7861 0.2186
S -1.9014 2.7687 0.0378
P -1.4101 -3.2499 0.6568
F 0.3005 -0.6452 0.1674
O 2.5323 2.2721 -0.1862
O -1.6720 1.3247 -0.4159
O -3.3069 -1.0319 0.2760
O -5.5072 -1.3656 1.0997
N 0.2748 0.0527 3.9608
N -1.3191 -0.8986 -1.9485
N -0.1611 -0.4651 -3.7210
N 4.1943 3.6081 0.3635
N -4.9909 -1.5927 0.1653
N -1.3867 0.0475 -3.9666
N -0.5153 1.1391 3.8168
N 4.5428 2.9324 -0.7904
N -1.1912 -0.2549 2.3028
C 1.2943 -3.6152 -0.2469
C -2.3668 -4.2742 -0.5185
C -1.9139 -4.2891 -1.9754
C -2.2235 -5.1253 2.6685
C 3.4713 1.2772 -2.2467
C -0.5905 3.6869 -0.7356
C 1.3551 2.8163 2.5163
C 3.0179 3.2048 0.6852
C 4.6700 0.8498 -2.8158
C -1.3778 0.9520 2.8331
C -0.1308 -1.0338 -2.5275
C 1.7705 5.4188 3.4052
C 3.5524 2.1689 -1.0878
C -0.1589 -0.7630 3.0434
C 0.6985 3.2749 3.6524
C 4.6460 0.0419 -3.9373
C -3.2648 3.3168 -0.9708
C 0.2437 -4.0243 0.7843
C 3.4346 -0.3387 -4.4958
C 0.9046 4.5805 4.0871
C -2.0568 -0.2309 -2.8824
C 2.4410 4.9624 2.2823
C 2.2350 0.0969 -3.9459
C 0.9500 -0.2779 -4.6518
C 2.2562 0.9057 -2.8131
C -2.2003 -3.6529 2.2607
C -0.1960 2.3857 4.4947
C 2.2314 3.6615 1.8349
H -1.1302 2.8882 4.7440
H -0.9018 -4.6801 -2.0767
H 0.2806 -1.7311 2.8745
H 5.6054 1.1571 -2.3695
H -1.6887 -3.0621 3.0248
H 0.2994 2.1098 5.4248
H -2.8067 -5.7354 1.9809
H -2.0976 1.6898 2.5220
H 0.3954 4.9399 4.9735
H 0.9723 -3.8323 -1.2654
H -4.1547 2.7794 -0.6499
H -2.6771 -5.2251 3.6536
H 1.3341 1.2647 -2.3682
H -3.0876 0.0447 -2.7409
H 2.2112 -4.1766 -0.0719
H 3.1376 5.5973 1.7524
H -0.7363 4.7435 -0.5103
H 0.6120 -3.8121 1.7923
H -1.2194 -5.5432 2.7304
H 5.5733 -0.2977 -4.3773
H -3.0351 3.1031 -2.0139
H -3.2161 -3.2493 2.2087
H -3.4038 4.3857 -0.8112
H 1.5336 -2.5572 -0.1621
H -3.4014 -3.9247 -0.4437
H 3.4243 -0.9733 -5.3737
H 1.0871 -1.1922 -5.2284
H 0.6235 0.5023 -5.3384
H 1.2445 1.7928 2.1748
H 0.3416 3.3393 -0.2978
H 0.0737 -5.1038 0.7484
H 0.7466 -1.4748 -2.0881
H 1.9300 6.4294 3.7548
H -1.9516 -3.2989 -2.4224
H -0.6089 3.5055 -1.8098
H -2.5680 -4.9419 -2.5520
H -2.3534 -5.2917 -0.1220
```

Its energy above the lowest of the compared OMol25 structures with the same formula, charge and spin is 0.0 kJ/mol. The charge is +2. Its total energy is -2790.02873 Ha. For the gap between HOMO and LUMO, the calculation gives 5.4 eV.